Below is a molecular structure, C21H26AgN5S, with properties calculated with ωB97M-V/def2-TZVPD.

Positions of all 54 atoms, in Å:
Ag 0.69994 1.21325 1.99886
N 2.66924 1.00299 -0.06055
C 2.29081 0.56123 -1.32588
C 2.42766 -0.78648 -1.66954
C 1.98141 -1.24614 -2.89820
C 1.38260 -0.37722 -3.80332
C 1.24974 0.96335 -3.46240
C 1.69931 1.43400 -2.23947
H 3.43947 0.49980 0.35244
H 2.78026 2.00207 0.02638
H 2.88398 -1.46971 -0.96217
H 2.10542 -2.29234 -3.14924
H 1.04046 -0.73514 -4.76541
H 0.79231 1.65761 -4.15636
H 1.57075 2.47757 -1.97784
C -2.98094 -2.04103 -0.25540
C -1.58664 -1.76231 0.35734
N -1.26951 -0.34781 0.24700
C -1.10256 0.00064 -1.15732
C -2.37735 -0.35414 -1.95574
N -3.41655 -0.78282 -0.95625
C -3.63186 0.31976 0.04395
C -2.33202 0.43861 0.86556
H -3.73481 -2.26115 0.50031
H -2.97637 -2.84106 -0.99406
H -0.81817 -2.33299 -0.16426
H -1.57971 -2.05744 1.40122
H -0.25232 -0.54848 -1.55658
H -0.90575 1.06307 -1.24522
H -2.23759 -1.18601 -2.64571
H -2.77898 0.50591 -2.49041
H -4.29043 -0.96059 -1.44292
H -4.50130 0.04999 0.64233
H -3.83472 1.22868 -0.52197
H -2.47303 0.06972 1.88133
H -2.03628 1.48286 0.91451
C 0.95390 -0.02894 3.73662
C 0.07242 -1.17850 3.66697
C -1.27995 -1.10114 4.07386
C -2.13469 -2.17603 3.98117
C -1.68397 -3.40102 3.47302
C -0.34088 -3.51672 3.09772
C 0.50740 -2.43518 3.19155
C -2.60090 -4.48064 3.27307
N -3.36336 -5.32101 3.07303
H 2.00754 -0.30099 3.78501
H 0.69875 0.64066 4.55823
H -1.64513 -0.16021 4.47040
H -3.16565 -2.08193 4.30132
H 0.02621 -4.46367 2.72135
H 1.54277 -2.54769 2.89208
S -1.79112 3.61812 -1.19753
C -0.62680 3.16753 -0.13661
N 0.18756 2.78621 0.61038

The largest force on an atom comes out at 0.2 eV/Å. The HOMO energy is -6.9 eV. The value obtained for the relative energy (zero: lowest compared OMol25 entry of this formula, charge and spin) is 0.0 kcal per mole. The total energy is -1634.71265 Ha. As for the gap between HOMO and LUMO: 6.5 eV. The LUMO energy is -0.5 eV.

---

Below is a molecular structure, C21H26AlNO5STe, with properties calculated with ωB97M-V/def2-TZVPD.

Positions of all 56 atoms, in Å:
Al 0.21206 0.62536 -1.07123
C -1.70229 -4.83116 -3.93198
C -0.79687 -3.80453 -3.30038
C -1.05982 -3.32320 -2.06892
C -0.25233 -2.26776 -1.35042
C 1.05878 -2.07348 -2.11673
C 1.27816 -2.58910 -3.39004
C 0.37826 -3.40850 -4.03191
S 2.17290 -0.99608 -1.40022
O 1.60061 -0.77463 -0.03264
O 3.55768 -1.41594 -1.48340
N 1.94178 0.53166 -1.90593
C 1.87190 0.88210 -3.30578
C 0.53241 1.58621 -3.59225
O 0.36399 2.15725 -4.66124
O -0.32125 1.53674 -2.62152
H -2.52874 -5.09302 -3.26748
H -1.15230 -5.74524 -4.17827
H -2.12511 -4.45308 -4.86856
H -1.92016 -3.73076 -1.53886
H 0.00304 -2.67587 -0.36234
H 2.22007 -2.35010 -3.87940
H 0.57266 -3.80450 -5.02152
H 1.94689 0.02619 -3.98407
H 2.66765 1.58167 -3.58295
C 1.69845 2.73147 6.45854
C 1.17086 2.69906 5.04903
C 1.98958 2.37899 3.97862
C 1.52650 2.33555 2.66336
C 2.50405 2.00470 1.58137
C 0.18245 2.62373 2.39563
Te -0.62233 2.71010 0.41495
C -0.65735 2.95925 3.47747
C -2.11228 3.28501 3.28052
C -0.15655 2.99044 4.77400
H 2.74104 2.41219 6.48979
H 1.12814 2.06947 7.11456
H 1.64410 3.73675 6.88538
H 3.03455 2.14598 4.16205
H 3.48974 1.80109 2.00587
H 2.58861 2.82416 0.86362
H 2.21334 1.12111 1.01408
H -2.62807 2.47346 2.76478
H -2.23975 4.16961 2.65377
H -2.59745 3.46652 4.24254
H -0.82932 3.24154 5.59003
C -3.36757 -1.25790 -1.73696
O -2.11266 -0.68279 -1.94145
C -1.06316 -0.95584 -0.98151
C -1.62112 -1.13033 0.43369
H -3.33235 -2.33432 -1.53286
H -3.93315 -1.11153 -2.66096
H -3.91942 -0.77293 -0.91698
H -2.20338 -2.05493 0.55634
H -2.24834 -0.28565 0.73178
H -0.78715 -1.18418 1.13699

The largest force on an atom comes out at 0.6 eV/Å. The HOMO energy is 0.0 eV. The value obtained for the relative energy (zero: lowest compared OMol25 entry of this formula, charge and spin) is 11.6 kcal per mole. The total energy is -2155.52335 Ha. As for the net charge: -2. As for the gap between HOMO and LUMO: 4.2 eV. The LUMO energy is 4.2 eV.

---

Below is a molecular structure, C21H26AsNiOS4Si, with properties calculated with ωB97M-V/def2-TZVPD.

Positions of all 55 atoms, in Å:
Ni 0.03670 0.38561 -1.19158
O -1.47382 6.21497 -4.02599
C -1.21064 5.14086 -3.54036
S -2.27493 4.27099 -2.43039
C -1.24657 2.86470 -2.20162
C -0.05984 2.86082 -2.84236
S 1.11563 1.58290 -2.69894
S 0.28253 4.25436 -3.85561
S -1.78602 1.55171 -1.18602
C -3.32875 -1.16808 3.75087
C -2.03816 -1.65483 3.89253
C -1.02880 -1.19171 3.05876
C -1.27321 -0.24024 2.06580
C -2.58264 0.23665 1.94406
C -3.59646 -0.21773 2.77501
Si 0.14226 0.36834 0.95537
C 0.72659 2.04354 1.62265
C 1.78884 2.05975 2.53175
C 2.26281 3.24474 3.07740
C 1.68126 4.45147 2.71819
C 0.62975 4.46021 1.81312
C 0.16264 3.27154 1.27077
H -4.12137 -1.52625 4.39717
H -1.81691 -2.39343 4.65441
H -0.02189 -1.57578 3.18688
H -2.81120 0.97648 1.18544
H -4.60157 0.17025 2.65892
H 1.26410 -0.52864 1.42521
H 2.25880 1.12420 2.81605
H 3.09016 3.22683 3.77754
H 2.05179 5.38106 3.13406
H 0.17680 5.39838 1.51546
H -0.64762 3.29755 0.55225
C 3.28596 -1.21918 -2.43472
C 2.60616 -2.09680 -1.39021
As 0.69068 -1.71922 -1.25475
C -0.00844 -2.49501 -2.90517
C -1.52445 -2.35802 -2.98513
C 0.16744 -3.06467 0.07149
C 0.46241 -4.51646 -0.27791
H 4.36029 -1.41211 -2.46820
H 3.13624 -0.16285 -2.21473
H 2.88463 -1.40072 -3.43328
H 3.00647 -1.88775 -0.39452
H 2.76475 -3.15741 -1.59692
H 0.30333 -3.54043 -2.96941
H 0.47379 -1.94996 -3.71829
H -2.01398 -2.87874 -2.15796
H -1.90688 -2.78033 -3.91664
H -1.82307 -1.30989 -2.92949
H -0.89824 -2.92032 0.26239
H 0.67928 -2.77449 0.99118
H -0.08166 -4.83688 -1.16790
H 0.16000 -5.17333 0.54076
H 1.52503 -4.68667 -0.45740

The largest force on an atom comes out at 0.4 eV/Å. The HOMO energy is -3.9 eV. The total energy is -6517.50976 Ha. As for the net charge: -1. As for the gap between HOMO and LUMO: 6.6 eV. The LUMO energy is 2.6 eV.

---

Below is a molecular structure, C21H26BaN2O9P2S2, with properties calculated with ωB97M-V/def2-TZVPD.

Positions of all 63 atoms, in Å:
Ba -2.44243 0.14018 0.73063
O 0.43573 0.14308 1.13590
S 1.72678 0.79073 1.54406
C 2.78647 -0.61878 1.95771
C 2.77667 -1.71783 0.89486
C 2.51121 -3.10447 1.47998
C 1.07314 -3.31731 1.93592
S -0.30039 -3.52199 0.71736
O -1.05230 -2.22814 0.72687
C 0.57614 -3.59668 -0.84108
C 0.40214 -2.57366 -1.75571
C 1.02746 -2.65059 -2.99084
C 1.80968 -3.75422 -3.30273
C 1.94965 -4.79327 -2.39133
C 1.31975 -4.72534 -1.15788
C 2.56447 1.30219 0.04950
C 3.60130 2.21521 0.16949
C 4.26673 2.63703 -0.97161
C 3.87764 2.16169 -2.21730
C 2.82262 1.26490 -2.32665
C 2.15861 0.83107 -1.18934
H 2.36972 -0.96439 2.90767
H 3.78244 -0.22376 2.16098
H 3.72780 -1.71511 0.36203
H 2.00136 -1.50693 0.15756
H 3.15862 -3.27593 2.34543
H 2.78841 -3.86110 0.74575
H 0.69872 -2.46316 2.50558
H 0.99405 -4.19866 2.57288
H -0.24490 -1.75597 -1.46990
H 0.89021 -1.86065 -3.71808
H 2.29336 -3.81805 -4.26842
H 2.53773 -5.66407 -2.64887
H 1.39997 -5.54807 -0.45625
H 3.87902 2.60177 1.14344
H 5.07834 3.34759 -0.88998
H 4.39093 2.50129 -3.10704
H 2.51400 0.90568 -3.29974
H 1.32286 0.14595 -1.25532
O -4.76408 1.02747 -0.70014
P -5.68436 1.09668 0.65626
O -6.76753 2.06876 0.54501
O -4.64136 1.25105 1.76654
O -6.22892 -0.43385 0.73866
P -5.21901 -1.73428 0.73945
O -4.35384 -1.41237 2.11132
O -5.96929 -2.97899 0.85407
O -4.21724 -1.49711 -0.37381
H -4.70188 0.09497 -1.00944
H -4.59949 -0.53183 2.45356
N -3.46224 3.86612 1.71120
C -2.33593 4.01928 0.98381
C -1.85041 5.30562 0.65357
C -0.68434 5.42278 -0.05358
C 0.00947 4.27311 -0.44857
C -0.53552 3.06407 -0.09222
N -1.66676 2.91409 0.61206
H -4.06062 4.66249 1.83773
H -3.90386 2.94958 1.78472
H -2.40962 6.17775 0.96469
H -0.30743 6.40475 -0.31049
H 0.92645 4.31930 -1.01869
H -0.04589 2.14032 -0.39125

The largest force on an atom comes out at 0.6 eV/Å. The HOMO energy is -8.5 eV. The value obtained for the relative energy (zero: lowest compared OMol25 entry of this formula, charge and spin) is 24.3 kcal per mole. The total energy is -3107.47535 Ha. As for the gap between HOMO and LUMO: 8.2 eV. The LUMO energy is -0.3 eV.